2 unconnected molecules or ions with the total composition C19H18F2N2 at a distorted geometry. Source: the OMol25 dataset; level of theory: wB97M-V/def2-TZVPD.

```
! RIJCOSX wB97M-V def2-TZVPD def2/J DEFGRID3
* xyz 0 1
C -0.459 3.890 4.253
C 0.026 3.378 2.947
C 0.890 2.286 2.912
F 1.286 1.761 4.119
C 1.344 1.696 1.747
C 0.978 2.257 0.478
C 1.320 1.747 -0.816
C 2.324 0.789 -1.159
C 3.167 0.067 -0.247
C 3.866 -1.036 -0.696
F 4.484 -1.852 0.223
C 3.968 -1.396 -2.039
C 4.789 -2.567 -2.437
C 3.297 -0.576 -2.964
C 2.489 0.461 -2.538
C 0.117 3.391 0.523
C -0.337 3.939 1.709
H -1.151 4.719 4.089
H -0.985 3.122 4.838
H 0.374 4.253 4.868
H 1.926 0.787 1.801
H 0.567 1.924 -1.594
H 3.249 0.368 0.790
H 4.801 -2.648 -3.526
H 5.824 -2.456 -2.088
H 4.410 -3.517 -2.034
H 3.408 -0.791 -4.029
H 1.949 1.054 -3.271
H -0.192 3.823 -0.428
H -0.998 4.810 1.700
C 1.643 6.964 -4.108
C 1.519 5.538 -3.741
C 1.562 4.924 -2.440
N 1.360 3.590 -2.592
C 1.223 3.388 -3.949
N 1.323 4.554 -4.662
H 1.581 7.584 -3.208
H 2.602 7.188 -4.599
H 0.840 7.276 -4.791
H 1.704 5.464 -1.510
H 1.051 2.420 -4.402
*
```

The value obtained for the HOMO-LUMO gap is 4.1 eV. For the total energy, the calculation gives -1043.94338 a.u. The energy above the lowest of the compared OMol25 structures with the same formula, charge and spin is 290.8 kJ/mol. The LUMO energy comes out at -2.49 eV.

And the natural (NBO) charges, in e, turn out to be:
1 C -0.645
2 C -0.023
3 C 0.440
4 F -0.336
5 C -0.233
6 C -0.168
7 C 0.174
8 C -0.181
9 C -0.221
10 C 0.434
11 F -0.335
12 C -0.019
13 C -0.644
14 C -0.236
15 C -0.032
16 C -0.109
17 C -0.214
18 H 0.224
19 H 0.240
20 H 0.240
21 H 0.226
22 H 0.278
23 H 0.227
24 H 0.225
25 H 0.241
26 H 0.242
27 H 0.230
28 H 0.231
29 H 0.253
30 H 0.230
31 C -0.630
32 C 0.068
33 C -0.171
34 N -0.545
35 C 0.062
36 N -0.498
37 H 0.203
38 H 0.209
39 H 0.216
40 H 0.186
41 H 0.161

=====

A single C8H10ClN3O2S molecule at a distorted geometry. Source: the OMol25 dataset; level of theory: wB97M-V/def2-TZVPD.

```
! RIJCOSX wB97M-V def2-TZVPD def2/J DEFGRID3
* xyz 0 1
C -1.710 -1.094 1.780
N -1.521 -1.133 0.352
C -0.129 -1.467 -0.142
N 0.030 -2.165 -1.386
C 0.776 -0.018 -0.104
C 2.137 -0.132 0.023
Cl 3.002 -1.635 0.176
C 2.981 1.007 -0.024
C 2.415 2.260 -0.272
C 0.993 2.295 -0.348
C 0.146 1.238 -0.171
N -1.218 1.418 -0.067
S -2.271 0.090 -0.420
O -3.486 0.378 0.181
O -2.284 -0.154 -1.793
H -2.330 -2.104 1.975
H -0.814 -1.109 2.313
H -2.320 -0.118 1.843
H 0.418 -1.994 0.608
H -0.059 -3.180 -1.288
H -0.563 -1.747 -2.169
H 4.025 0.761 0.282
H 2.980 3.189 -0.443
H 0.669 3.315 -0.552
H -1.867 2.100 -0.357
*
```

The value obtained for the HOMO-LUMO gap is 9.5 eV. For the total energy, the calculation gives -1483.89972 a.u. As for the SMILES: CN1[C@@H](N)c2c(Cl)cccc2NS1(=O)=O. The energy above the lowest of the compared OMol25 structures with the same formula, charge and spin is 0.0 kJ/mol. The LUMO energy comes out at 0.69 eV.

And the natural (NBO) charges, in e, turn out to be:
1 C -0.426
2 N -0.725
3 C 0.130
4 N -0.845
5 C -0.120
6 C -0.024
7 Cl 0.009
8 C -0.245
9 C -0.183
10 C -0.270
11 C 0.216
12 N -0.860
13 S 2.473
14 O -0.933
15 O -0.943
16 H 0.209
17 H 0.201
18 H 0.241
19 H 0.217
20 H 0.381
21 H 0.401
22 H 0.231
23 H 0.230
24 H 0.215
25 H 0.420

=====

A molecular structure, C60H59CdClN8O3PS2. Source: the OMol25 dataset; level of theory: wB97M-V/def2-TZVPD.

```
! RIJCOSX wB97M-V def2-TZVPD def2/J DEFGRID3
* xyz 1 1
Cd -0.539 -0.216 -0.179
O -3.192 -0.626 -3.397
C -2.191 -0.654 -2.683
N -2.130 -0.933 -1.381
C -3.328 -1.411 -0.741
C -2.964 -2.271 0.453
C -3.797 -3.303 0.870
C -3.413 -4.088 1.941
C -2.210 -3.820 2.579
C -1.448 -2.763 2.118
N -1.814 -2.007 1.082
C -0.822 -0.430 -3.313
C -0.728 -0.399 -4.696
C 0.522 -0.283 -5.279
C 1.634 -0.190 -4.455
C 1.453 -0.217 -3.083
N 0.251 -0.338 -2.519
H -3.929 -1.996 -1.442
H -3.978 -0.589 -0.403
H -4.717 -3.497 0.335
H -4.038 -4.910 2.268
H -1.866 -4.424 3.407
H -0.501 -2.511 2.585
H -1.640 -0.481 -5.270
H 0.635 -0.273 -6.356
H 2.629 -0.092 -4.868
H 2.295 -0.126 -2.402
Cl 0.545 1.468 1.959
C -0.551 2.194 3.104
C 0.010 3.009 4.074
C -0.796 3.532 5.069
C -2.147 3.215 5.100
C -2.695 2.426 4.102
C -1.919 1.925 3.054
P -2.654 1.041 1.606
C -4.049 0.179 2.421
C -5.341 0.205 1.903
C -6.346 -0.553 2.489
C -6.070 -1.353 3.588
C -4.781 -1.394 4.103
C -3.776 -0.639 3.520
C -3.506 2.393 0.707
C -3.412 2.359 -0.683
C -4.054 3.313 -1.461
C -4.799 4.310 -0.852
C -4.905 4.348 0.535
C -4.266 3.395 1.311
H 1.070 3.227 4.046
H -0.367 4.176 5.826
H -2.777 3.587 5.898
H -3.749 2.181 4.140
H -5.572 0.821 1.043
H -7.350 -0.515 2.087
H -6.854 -1.946 4.040
H -4.556 -2.020 4.958
H -2.769 -0.673 3.923
H -2.832 1.575 -1.158
H -3.970 3.276 -2.539
H -5.307 5.053 -1.452
H -5.495 5.122 1.010
H -4.356 3.439 2.389
O -0.095 2.006 -0.938
S 1.056 2.968 -1.026
C 0.650 4.347 0.067
C -0.662 4.505 0.477
C -0.985 5.549 1.329
C 0.003 6.428 1.754
C 1.318 6.254 1.342
C 1.651 5.201 0.502
C 0.768 3.837 -2.577
C -0.335 3.476 -3.330
C -0.584 4.147 -4.520
C 0.269 5.157 -4.941
C 1.387 5.490 -4.185
C 1.646 4.825 -2.998
H -1.415 3.811 0.127
H -2.009 5.673 1.658
H -0.250 7.248 2.414
H 2.088 6.934 1.682
H 2.682 5.045 0.205
H -0.983 2.680 -2.985
H -1.442 3.873 -5.120
H 0.066 5.686 -5.862
H 2.059 6.266 -4.524
H 2.518 5.079 -2.406
C 5.106 3.096 0.636
N 5.869 2.232 -0.247
C 7.309 2.318 -0.016
C 5.289 1.125 -0.785
S 3.833 0.522 -0.188
N 5.932 0.540 -1.826
C 5.590 -0.795 -2.282
C 6.782 1.274 -2.755
H 5.525 4.102 0.574
H 5.159 2.753 1.674
H 4.064 3.106 0.333
H 7.487 2.402 1.059
H 7.744 3.191 -0.506
H 7.813 1.423 -0.361
H 5.062 -1.332 -1.500
H 6.507 -1.327 -2.538
H 4.952 -0.753 -3.169
H 6.653 2.344 -2.625
H 6.483 1.015 -3.772
H 7.838 1.020 -2.643
C -1.299 -1.775 6.745
C -0.046 -1.459 5.971
C 0.285 -0.147 5.650
C 1.454 0.149 4.972
C 2.336 -0.859 4.598
N 3.566 -0.444 4.026
C 4.542 -1.119 3.333
O 5.699 -0.764 3.390
N 4.203 -2.228 2.557
C 3.146 -2.406 1.661
C 3.120 -3.563 0.890
C 2.122 -3.738 -0.049
C 1.168 -2.751 -0.203
N 1.189 -1.634 0.528
C 2.144 -1.463 1.441
C 2.011 -2.179 4.891
C 0.830 -2.463 5.566
H -1.516 -0.990 7.469
H -1.198 -2.717 7.283
H -2.161 -1.859 6.079
H -0.369 0.666 5.950
H 1.708 1.179 4.759
H 3.933 0.413 4.409
H 5.042 -2.727 2.302
H 3.893 -4.312 1.020
H 2.083 -4.628 -0.660
H 0.362 -2.850 -0.921
H 2.130 -0.540 1.996
H 2.693 -2.979 4.640
H 0.606 -3.494 5.813
*
```

The value obtained for the HOMO-LUMO gap is 8.6 eV. For the total energy, the calculation gives -4751.15373 a.u. The energy above the lowest of the compared OMol25 structures with the same formula, charge and spin is 15.1 kJ/mol. The LUMO energy comes out at -1.61 eV.

Mulliken atomic charge list, values in e, 99 entries:
1 Cd 5.612
2 O -0.799
3 C -0.251
4 N -0.431
5 C -2.103
6 C 0.828
7 C -1.100
8 C -0.646
9 C -0.856
10 C -0.425
11 N 0.811
12 C -0.018
13 C -0.671
14 C -0.623
15 C -0.648
16 C -0.009
17 N 0.368
18 H 0.619
19 H 0.184
20 H 0.539
21 H 0.441
22 H 0.525
23 H 0.326
24 H 0.584
25 H 0.457
26 H 0.475
27 H 0.150
28 Cl 0.868
29 C 0.347
30 C -1.302
31 C -1.136
32 C -1.139
33 C -0.475
34 C 0.268
35 P 1.389
36 C 0.272
37 C -0.679
38 C -0.788
39 C -0.863
40 C -0.369
41 C -0.229
42 C 0.673
43 C 0.515
44 C -0.555
45 C -0.905
46 C -0.699
47 C -0.757
48 H 0.641
49 H 0.470
50 H 0.458
51 H 0.507
52 H 0.451
53 H 0.434
54 H 0.408
55 H 0.369
56 H 0.198
57 H -0.659
58 H 0.569
59 H 0.375
60 H 0.450
61 H 0.332
62 O -0.404
63 S -0.061
64 C 0.642
65 C -0.043
66 C -0.505
67 C -0.827
68 C -0.896
69 C -0.369
70 C 0.998
71 C 0.114
72 C -1.042
73 C -0.692
74 C -0.737
75 C -0.834
76 H 0.148
77 H 0.505
78 H 0.432
79 H 0.449
80 H 0.259
81 H 0.291
82 H 0.507
83 H 0.413
84 H 0.438
85 H 0.400
86 C -0.399
87 N 0.269
88 C -1.267
89 C -0.452
90 S 0.116
91 N 0.305
92 C -0.906
93 C -1.271
94 H 0.440
95 H 0.354
96 H -0.409
97 H 0.391
98 H 0.325
99 H 0.428